Formula: C2H6N4S
Source: OMol25
Level of theory: ωB97M-V/def2-TZVPD

Output
Total charge: +2
Relative energy (zero: lowest compared OMol25 entry of this formula, charge and spin): 1.117 eV

XYZ file:
```
13
C2H6N4S, DFT ωB97M-V/def2-TZVPD
C -1.4273 1.7784 0.7372
C 1.7931 -2.0061 -0.5009
N 2.0659 -1.0199 -1.0472
N -2.1923 2.4404 -0.2352
N -0.5079 0.9979 0.3987
N 1.5871 -3.0239 0.2058
S -1.7255 2.7699 -1.7224
H -1.7615 2.0235 1.7518
H 2.2093 -0.4045 -1.8233
H -3.0906 2.8017 0.1082
H 0.0382 0.5947 1.1526
H 0.7152 -3.1966 0.6981
H 2.2964 -3.7556 0.2765
```

Löwdin population analysis, charges in e, atoms 1 to 6: -0.287 -0.143 0.373 -0.363 0.161 0.256

---

Formula: C22H41NO9P2
Source: OMol25
Level of theory: ωB97M-V/def2-TZVPD

Output
Structure (SMILES): C#CC[C@@H]1CNC(=O)[C@@H]1CC#C.CCOP(=O)(OCC)OCC.CCOP(=O)(OCC)OCC
DFT total energy: -2277.13102 hartree

XYZ file:
```
75
C22H41NO9P2, DFT ωB97M-V/def2-TZVPD
C 6.0687 -3.3571 -0.5563
C 6.1315 -2.9531 -1.8225
C 6.6345 -2.5402 -3.3235
C 8.2220 -2.1269 -3.3466
C 8.9617 -2.1413 -1.8796
N 8.4662 -0.8012 -1.3504
C 8.1382 0.1909 -2.4394
O 7.6441 1.3510 -2.2753
C 8.6152 -0.6179 -3.7522
C 8.2895 -0.0548 -5.2276
C 6.7472 0.3431 -5.4095
C 5.5617 0.8688 -5.6939
H 6.2328 -3.8845 0.4657
H 6.4633 -3.4791 -3.9899
H 5.9972 -1.6409 -3.6678
H 8.6421 -2.9453 -4.0642
H 10.1057 -2.1553 -2.1255
H 8.8054 -3.0569 -1.2053
H 7.6778 -0.9544 -0.6806
H 9.7781 -0.6370 -3.6333
H 9.0194 0.8067 -5.4579
H 8.5636 -0.9103 -5.9730
H 4.6083 1.4167 -6.0636
O 0.1144 -3.8731 -0.6713
P 0.2108 -2.4356 -0.1379
O 1.7628 -2.5597 0.4210
C 2.8268 -2.4626 -0.5125
C 3.0593 -1.0237 -0.9299
O -0.5501 -2.7811 1.3043
C -1.5509 -3.7948 1.3512
C -0.9713 -5.1086 1.8406
O 0.2651 -0.8042 0.3948
C -0.9539 -0.0611 0.3686
C -1.7029 -0.1631 1.6891
H 2.6296 -3.0985 -1.3810
H 3.7233 -2.8447 -0.0186
H 2.2138 -0.6499 -1.5166
H 3.9616 -0.9382 -1.5407
H 3.1571 -0.3744 -0.0553
H -2.0335 -3.9087 0.3752
H -2.3286 -3.4656 2.0470
H -0.0539 -5.3799 1.3124
H -1.6933 -5.9187 1.7271
H -0.7018 -5.0319 2.9004
H -1.5811 -0.3798 -0.4681
H -0.6795 0.9838 0.2003
H -2.3506 -1.0444 1.6977
H -2.3538 0.7043 1.8383
H -1.0179 -0.2492 2.5373
O -5.1293 2.7563 3.2841
P -6.4394 2.7311 2.4821
O -5.7559 3.0963 1.0199
C -5.1018 2.0626 0.3042
C -6.1035 1.1378 -0.3599
O -6.8740 4.2861 2.8940
C -6.4941 4.8146 4.1625
C -5.2388 5.6585 4.0457
O -7.9320 2.6420 1.6384
C -9.1222 2.5101 2.4163
C -9.7262 3.8653 2.7537
H -4.4315 1.5070 0.9671
H -4.4875 2.5415 -0.4636
H -6.6622 0.5698 0.3909
H -5.5977 0.4263 -1.0178
H -6.8333 1.7067 -0.9427
H -6.3701 4.0115 4.8959
H -7.3147 5.4421 4.5231
H -4.4454 5.1483 3.4941
H -4.8601 5.9310 5.0319
H -5.4522 6.5796 3.4910
H -8.9289 1.9267 3.3202
H -9.8350 1.9504 1.8046
H -9.2851 4.2672 3.6701
H -10.8021 3.7794 2.9363
H -9.5530 4.5943 1.9571
```

Löwdin population analysis, charges in e, atoms 1 to 6: 0.046 -0.084 -0.118 -0.238 -0.162 0.025

---

Formula: C3H5NO2S
Source: OMol25
Level of theory: ωB97M-V/def2-TZVPD

Output
Structure (SMILES): O=C1CSCN1O
Relative energy (zero: lowest compared OMol25 entry of this formula, charge and spin): 2.621 eV

XYZ file:
```
12
C3H5NO2S, DFT ωB97M-V/def2-TZVPD
C -0.2159 -0.8902 -0.8952
C -1.1543 0.3603 -1.1124
C 0.9117 0.9557 0.5218
N 0.7011 -0.5695 0.0151
O -0.2428 -1.9522 -1.5170
O 1.6439 -1.5571 0.3495
S -0.8044 1.5122 0.1773
H -1.1558 0.6946 -2.1315
H -2.0720 -0.1064 -0.7405
H 1.2458 0.8654 1.4735
H 1.6146 1.5022 -0.0202
H 2.1340 -1.7322 -0.5135
```

Löwdin population analysis, charges in e, atoms 1 to 6: -0.520 -0.397 -0.275 -0.146 0.053 0.010

---

Formula: C3H5NOS2
Source: OMol25
Level of theory: ωB97M-V/def2-TZVPD

Output
Structure (SMILES): CSC(=S)/C=N\O
Relative energy (zero: lowest compared OMol25 entry of this formula, charge and spin): 3.703 eV

XYZ file:
```
12
C3H5NOS2, DFT ωB97M-V/def2-TZVPD
C 2.1648 1.5778 0.0331
C -0.2459 0.0245 -0.4717
C -1.4293 -0.8262 -0.1452
H 1.9083 2.4773 -0.5428
H 2.6240 2.2547 0.8591
H 2.7521 0.9295 -0.5179
H -2.1766 -0.8414 -1.1009
H -1.5300 -1.6095 2.8939
N -1.8247 -1.4090 0.9097
O -1.1165 -1.1746 2.0305
S 0.6955 0.7092 0.8489
S 0.2538 0.0029 -2.1427
```

Löwdin population analysis, charges in e, atoms 1 to 6: -0.364 -1.014 -0.305 0.035 0.069 -0.011

---

Formula: C18H40AlCe
Source: OMol25
Level of theory: ωB97M-V/def2-TZVPD

Output
Spin multiplicity: 2
Total charge: +2
DFT total energy: -1426.11692 hartree

XYZ file:
```
60
C18H40AlCe, DFT ωB97M-V/def2-TZVPD
C 0.4947 0.9049 4.3223
C -1.0765 0.5278 4.6413
C -2.1108 1.8065 4.5643
C -3.4323 1.4993 3.6425
C -3.2939 1.9307 2.0656
C -1.8373 1.5983 1.3890
C -1.6387 0.0253 0.9300
C -2.4896 -0.3568 -0.4537
C -2.6240 -1.9856 -0.6626
C -1.8163 -2.5418 -2.0069
C -0.2530 -2.9904 -1.6371
C 0.7091 -3.1547 -2.9538
C 2.0705 -2.1846 -2.9076
C 2.9143 -2.3874 -1.5180
C 3.3135 -1.0071 -0.7317
C 2.1465 0.1429 -0.6969
C 2.6723 1.3505 -1.7280
C 1.4651 2.0273 -2.6063
Al 2.4162 3.2317 -4.0284
H 0.7991 1.9510 4.7914
H 0.7020 1.0085 3.1619
H 1.1909 0.0483 4.7767
H -1.5165 -0.3145 3.9296
H -1.0996 0.0569 5.7299
H -2.5095 1.9819 5.6729
H -1.5926 2.8213 4.2409
H -4.3283 2.1381 4.0962
H -3.7706 0.3648 3.7262
H -4.1777 1.3792 1.4851
H -3.5205 3.0905 1.9621
H -1.7829 2.2326 0.3801
H -0.9144 1.9640 2.0479
H -0.4970 -0.1821 0.6589
H -1.9169 -0.7487 1.7627
H -1.9305 0.0756 -1.4063
H -3.5657 0.1412 -0.4424
H -3.7373 -2.3684 -0.6970
H -2.0894 -2.4991 0.2593
H -2.3843 -3.5449 -2.3136
H -1.8731 -1.8056 -2.9171
H 0.1326 -2.2070 -0.8533
H -0.3624 -4.0784 -1.1574
H 0.0785 -2.9684 -3.9357
H 1.0925 -4.2827 -3.0017
H 2.7467 -2.5895 -3.8042
H 1.8118 -1.0769 -3.1812
H 3.9457 -2.9032 -1.8265
H 2.3972 -3.1795 -0.7896
H 3.5230 -1.3047 0.4049
H 4.3399 -0.5652 -1.1295
H 2.1207 0.6466 0.3838
H 1.0660 -0.2392 -0.9690
H 3.4982 0.9286 -2.4797
H 3.2384 2.1385 -1.0583
H 0.8218 2.7449 -1.9297
H 0.8073 1.2749 -3.2152
H 1.8518 2.9155 -5.4759
H 3.9793 2.9219 -3.9803
H 2.1948 4.7299 -3.5690
Ce 3.6012 0.8666 1.0382
```

Löwdin population analysis, charges in e, atoms 1 to 6: -0.158 -0.236 -0.218 -0.217 -0.202 -0.214

---

Formula: C2H5N3O3
Source: OMol25
Level of theory: ωB97M-V/def2-TZVPD

Output
Structure (SMILES): NN(C=O)C(=O)NO
Relative energy (zero: lowest compared OMol25 entry of this formula, charge and spin): 2.509 eV

XYZ file:
```
13
C2H5N3O3, DFT ωB97M-V/def2-TZVPD
C -0.2418 1.0531 -0.8471
C 0.4786 -0.8420 0.3957
H 0.5793 2.0257 1.3006
H 2.1297 1.6342 1.0461
H -0.7036 0.2884 -1.5698
H -0.5259 -2.6627 0.0033
H -2.0220 -1.1582 -1.2504
N 1.1555 1.1992 1.2376
N 0.5890 0.4781 0.1312
N -0.4440 -1.6763 -0.3848
O -0.4602 2.2417 -0.8907
O 1.2280 -1.4593 1.1806
O -1.7626 -1.1217 -0.3523
```

Löwdin population analysis, charges in e, atoms 1 to 6: -0.251 -0.451 0.076 0.144 0.149 0.164

---

Summary of max |F| in eV/Å
2.60, 9.49, 5.97, 4.61, 7.05, 5.92
(order as listed above)